w) Density functional theory data (ωB97M-V with the def2-TZVPD basis set) for a 7-piece molecular cluster, H14O7 overall.

Last column: Löwdin charge in e.
CARTESIAN COORDINATES (ANGSTROEM)
H1 -17.84 13.45 23.78  0.017
H2 -19.35 16.33 18.88  0.122
H3 -18.56 11.98 22.24  0.020
H4 -20.09 14.24 20.80  -0.009
H5 -19.96 12.60 22.20  -0.029
O1 -20.02 12.63 19.46  -0.024
O2 -20.29 14.37 21.70  -0.036
H6 -23.03 11.65 20.05  0.032
H7 -19.09 12.38 19.48  0.069
O3 -19.18 15.66 18.14  -0.047
O4 -17.80 14.32 23.38  -0.052
H8 -21.25 14.54 21.70  0.089
H9 -21.76 12.45 20.05  -0.017
H10 -20.11 13.04 18.63  0.031
H11 -18.60 14.56 22.91  -0.007
H12 -17.37 13.47 19.56  -0.014
H13 -20.07 15.63 17.81  0.041
O5 -17.29 14.39 19.43  -0.044
O6 -22.72 12.55 19.97  -0.065
O7 -19.49 11.80 22.38  -0.049
H14 -18.00 14.73 18.86  -0.028

Calculated values
Kohn-Sham gap: 10.72 eV
LUMO: -0.2 eV
E_HOMO: -11.0 eV
net charge: 0
structure (SMILES): O.O.O.O.O.O.O

x) Density functional theory data (ωB97M-V with the def2-TZVPD basis set) for H14O7 as an isolated structure.

Last column: Löwdin charge in e.
CARTESIAN COORDINATES (ANGSTROEM)
H1 0.86 0.29 -0.18  0.097
H2 2.22 0.47 -2.29  0.156
H3 -2.61 -0.44 -2.01  0.060
O1 -1.63 1.17 -1.03  -0.320
O2 2.26 -0.08 -1.34  -0.175
O3 -3.03 -1.36 -1.72  -0.212
O4 0.14 0.34 0.53  -0.016
H4 -0.01 -0.55 0.50  0.022
H5 -1.11 0.95 -0.15  -0.001
O5 0.77 0.69 2.70  -0.134
H6 -2.39 -1.97 -0.29  0.052
H7 -1.29 -3.42 0.85  0.274
H8 0.34 0.69 1.78  -0.075
H9 -2.14 2.48 -1.37  0.287
H10 -2.35 -1.92 -2.52  0.210
H11 3.26 2.26 0.82  0.137
H12 2.22 0.82 1.46  0.071
H13 2.55 0.45 -0.49  0.027
O6 -1.58 -2.00 0.51  -0.361
O7 3.11 1.24 1.07  -0.170
H14 0.42 -0.11 3.18  0.069

Calculated values
Kohn-Sham gap: 10.12 eV
LUMO: -0.4 eV
E_HOMO: -10.6 eV
net charge: 0

Stability summary - winner: w); margin: 8.117 eV.